Formula: C18H18F6O18
Source: the OMol25 dataset
Level of theory: wB97M-V/def2-TZVPD

Values from the calculation:
**<S²>**: 0.77
**Energy above the lowest of the compared OMol25 structures with the same formula, charge and spin**: 51.2 kJ/mol
**HOMO level (alpha / beta)**: -12.9045 / -12.9045 eV
**Maximum force**: 5.17 eV Å⁻¹

```
! RIJCOSX wB97M-V def2-TZVPD def2/J DEFGRID3
* xyz 1 2
F -12.071 -8.173 -5.210
F -19.732 -11.712 -0.710
F -18.070 -10.699 -6.952
F -19.365 -6.256 -6.064
F -23.619 -4.772 -8.849
F -22.905 -7.298 2.682
O -15.398 -7.662 -2.622
O -18.007 -11.294 -2.114
O -13.206 -8.238 -3.114
O -22.516 -6.601 -12.342
O -17.380 -11.899 -8.656
O -19.120 -12.002 -3.890
O -20.280 -6.134 -4.091
O -15.313 -11.591 -7.838
O -14.863 -8.877 -4.397
O -21.331 -6.040 -10.502
O -15.799 -11.251 -10.098
O -21.616 -7.405 -2.870
O -19.531 -8.090 -3.461
O -21.413 -6.641 1.200
O -20.086 -8.147 0.189
O -23.536 -6.234 -10.389
O -22.345 -8.209 -0.047
O -16.990 -12.848 -3.330
C -21.557 -5.797 -9.103
C -23.345 -7.330 0.318
C -14.599 -8.174 -3.338
C -19.003 -6.308 -4.735
C -22.703 -6.635 1.606
C -20.611 -7.259 -3.460
C -16.130 -11.529 -8.970
C -19.352 -10.954 -1.754
C -22.469 -6.365 -11.198
C -13.713 -9.634 -4.786
C -18.503 -7.624 -4.334
C -18.039 -12.212 -3.111
C -17.479 -11.918 -7.323
C -12.547 -8.884 -4.236
C -21.174 -7.722 0.443
C -16.129 -12.102 -6.752
C -20.129 -11.389 -3.093
C -23.135 -5.985 -9.056
H -17.630 -7.576 -3.682
H -13.757 -9.649 -5.875
H -20.633 -10.594 -3.644
H -13.918 -10.644 -4.431
H -23.308 -6.653 -0.536
H -18.547 -5.328 -4.594
H -11.764 -9.589 -3.956
H -23.566 -6.702 -8.357
H -20.852 -12.176 -2.880
H -18.194 -12.648 -6.945
H -16.034 -11.486 -5.858
H -18.391 -8.352 -5.137
H -21.225 -4.797 -8.822
H -21.171 -6.463 -8.331
H -19.365 -9.903 -1.467
H -23.093 -5.618 1.653
H -15.891 -13.153 -6.584
H -24.371 -7.695 0.357
*
```